# 1
DFT (wB97M-V/def2-TZVPD) results for a 7-piece molecular cluster, C34H64N3O20 overall.

Geometry (Å):
1 C -2.42 1.77 0.03
2 C -1.79 0.91 -0.51
3 N -1.03 -0.04 -1.20
4 C -0.06 -0.72 -0.28
5 C 1.37 -0.27 -0.70
6 C 2.01 0.49 0.46
7 C 3.17 1.39 0.06
8 O 3.44 2.40 0.65
9 N 1.04 0.52 -1.90
10 C -0.26 0.70 -2.13
11 N -0.76 1.42 -3.08
12 C -0.02 2.19 -4.08
13 C 0.94 3.23 -3.50
14 C 0.21 4.46 -2.92
15 O -1.16 4.16 -2.72
16 H -2.70 2.71 0.45
17 H -0.14 -1.81 -0.32
18 H -0.35 -0.38 0.70
19 H 2.03 -1.07 -1.04
20 H 1.30 1.06 1.06
21 H 2.44 -0.27 1.14
22 H 3.78 1.06 -0.80
23 H 1.68 0.53 -2.67
24 H -1.77 1.45 -3.13
25 H -0.74 2.72 -4.69
26 H 0.51 1.51 -4.75
27 H 1.56 3.57 -4.33
28 H 1.63 2.84 -2.75
29 H 0.71 4.75 -2.00
30 H 0.34 5.30 -3.60
31 H -1.56 4.96 -2.38
32 C -7.69 6.04 3.82
33 C -6.62 6.07 2.75
34 O -5.84 4.86 2.73
35 C -6.43 3.80 2.19
36 O -7.53 3.77 1.71
37 O -5.59 2.77 2.28
38 C -6.15 1.53 1.82
39 H -7.24 5.84 4.79
40 H -8.21 6.99 3.86
41 H -8.42 5.26 3.62
42 H -5.91 6.87 2.95
43 H -7.04 6.25 1.76
44 H -6.52 1.63 0.81
45 H -6.94 1.21 2.49
46 H -5.35 0.79 1.84
47 C 0.13 -7.59 1.28
48 C 1.01 -6.52 0.67
49 O 0.72 -5.21 1.18
50 C 1.16 -4.95 2.41
51 O 1.78 -5.69 3.12
52 O 0.79 -3.70 2.72
53 C 1.12 -3.30 4.05
54 H -0.92 -7.34 1.15
55 H 0.32 -8.55 0.81
56 H 0.32 -7.69 2.35
57 H 0.82 -6.46 -0.40
58 H 2.07 -6.75 0.80
59 H 2.18 -3.44 4.25
60 H 0.53 -3.86 4.77
61 H 0.88 -2.25 4.13
62 C 0.24 -8.24 -6.27
63 C 1.16 -7.16 -6.81
64 O 0.86 -5.87 -6.24
65 C 1.26 -5.68 -5.00
66 O 1.86 -6.45 -4.30
67 O 0.87 -4.45 -4.62
68 C 1.17 -4.14 -3.27
69 H -0.80 -7.97 -6.44
70 H 0.44 -9.19 -6.77
71 H 0.38 -8.38 -5.20
72 H 1.02 -7.05 -7.88
73 H 2.21 -7.41 -6.64
74 H 2.23 -4.28 -3.05
75 H 0.57 -4.76 -2.60
76 H 0.92 -3.10 -3.11
77 C 5.45 3.98 2.25
78 C 6.33 3.82 1.03
79 O 7.40 4.77 1.00
80 C 8.41 4.51 1.83
81 O 8.51 3.56 2.56
82 O 9.31 5.49 1.71
83 C 10.42 5.38 2.59
84 H 5.08 5.01 2.32
85 H 4.61 3.30 2.21
86 H 6.01 3.78 3.17
87 H 5.74 4.02 0.13
88 H 6.72 2.81 0.95
89 H 10.91 4.41 2.49
90 H 10.10 5.53 3.62
91 H 11.12 6.16 2.32
92 C 5.27 -6.30 -5.09
93 C 4.48 -5.40 -6.02
94 O 5.28 -4.34 -6.55
95 C 6.13 -4.69 -7.51
96 O 6.25 -5.79 -7.98
97 O 6.81 -3.60 -7.88
98 C 7.81 -3.85 -8.87
99 H 5.74 -5.72 -4.30
100 H 4.62 -7.05 -4.64
101 H 6.07 -6.82 -5.63
102 H 3.69 -4.92 -5.45
103 H 4.02 -5.96 -6.83
104 H 7.38 -4.34 -9.74
105 H 8.61 -4.45 -8.45
106 H 8.21 -2.88 -9.16
107 C -11.97 4.10 8.62
108 C -10.97 4.18 7.48
109 O -9.99 5.21 7.69
110 C -9.05 4.93 8.59
111 O -8.94 3.91 9.21
112 O -8.24 5.99 8.67
113 C -7.23 5.87 9.67
114 H -12.44 5.07 8.78
115 H -12.74 3.37 8.39
116 H -11.48 3.81 9.55
117 H -11.48 4.45 6.56
118 H -10.47 3.22 7.31
119 H -6.64 4.97 9.52
120 H -7.67 5.87 10.66
121 H -6.58 6.74 9.56

## Properties
Highest occupied orbital energy, eV: -11.892
HOMO-LUMO gap, Eh: 0.33955
Charge: +1

***

# 2
DFT (wB97M-V/def2-TZVPD) results for C6H10KN2O as an isolated structure.

Geometry (Å):
1 K 0.73 0.34 0.98
2 N -0.81 -0.28 2.86
3 C 0.09 -0.04 3.64
4 N -0.01 0.09 5.05
5 C 1.02 0.89 5.69
6 C 1.00 0.68 7.19
7 O -0.28 0.98 7.73
8 C -1.28 0.18 7.11
9 C -1.32 0.37 5.61
10 H 0.87 1.97 5.49
11 H 1.98 0.61 5.25
12 H 1.71 1.34 7.68
13 H 1.25 -0.36 7.43
14 H -2.24 0.48 7.55
15 H -1.09 -0.87 7.35
16 H -1.64 1.40 5.37
17 H -2.05 -0.30 5.16
18 C 2.53 0.14 -1.18
19 H 3.27 -0.68 -1.09
20 H 3.11 0.95 -1.66

## Properties
Highest occupied orbital energy (alpha / beta), eV: -2.436 / -2.549
HOMO-LUMO gap (alpha / beta), Eh: 0.18973 / 0.19147
Charge: -1

***

# 3
DFT (wB97M-V/def2-TZVPD) results for a 22-piece molecular cluster, C66H176O22 overall.

Geometry (Å):
1 C -18.14 -27.01 11.58
2 C -18.68 -26.94 10.19
3 C -17.86 -27.91 9.33
4 O -19.98 -27.52 10.13
5 H -17.13 -26.62 11.55
6 H -18.03 -28.03 11.95
7 H -18.75 -26.42 12.27
8 H -18.64 -25.94 9.78
9 H -18.11 -28.95 9.53
10 H -16.80 -27.69 9.47
11 H -18.16 -27.87 8.28
12 H -19.95 -28.34 10.61
13 C -18.46 -20.89 9.13
14 C -18.75 -21.68 7.84
15 C -20.04 -21.17 7.21
16 O -17.79 -21.38 6.89
17 H -18.60 -19.82 9.02
18 H -17.45 -21.03 9.50
19 H -19.14 -21.15 9.94
20 H -18.79 -22.75 8.08
21 H -20.29 -21.73 6.31
22 H -19.90 -20.13 6.92
23 H -20.83 -21.14 7.96
24 H -17.73 -20.44 6.73
25 C -18.12 -29.55 1.07
26 C -18.99 -28.29 1.23
27 C -18.35 -27.00 1.91
28 O -19.44 -27.88 -0.04
29 H -17.15 -29.50 0.57
30 H -18.67 -30.30 0.50
31 H -17.97 -29.98 2.06
32 H -19.74 -28.54 1.97
33 H -18.10 -27.11 2.97
34 H -19.04 -26.17 1.80
35 H -17.51 -26.63 1.33
36 H -19.73 -28.68 -0.48
37 C -10.88 -28.02 -0.46
38 C -11.94 -28.90 0.13
39 C -12.52 -28.33 1.42
40 O -13.02 -29.07 -0.74
41 H -10.21 -28.54 -1.15
42 H -10.19 -27.61 0.28
43 H -11.32 -27.14 -0.92
44 H -11.56 -29.89 0.38
45 H -13.18 -28.96 2.02
46 H -12.98 -27.35 1.33
47 H -11.66 -28.19 2.08
48 H -13.66 -29.67 -0.34
49 C -15.66 -24.56 13.70
50 C -16.45 -23.34 13.49
51 C -17.50 -23.47 12.40
52 O -17.13 -22.97 14.69
53 H -16.29 -25.43 13.90
54 H -14.94 -24.42 14.52
55 H -15.05 -24.86 12.85
56 H -15.87 -22.49 13.14
57 H -18.04 -22.53 12.29
58 H -18.28 -24.20 12.62
59 H -17.05 -23.78 11.46
60 H -17.57 -22.13 14.53
61 C -17.31 -19.69 3.42
62 C -17.83 -18.73 2.38
63 C -18.12 -19.26 0.98
64 O -19.05 -18.22 2.80
65 H -17.37 -19.14 4.36
66 H -16.28 -19.92 3.17
67 H -17.95 -20.57 3.53
68 H -17.13 -17.91 2.20
69 H -17.22 -19.59 0.45
70 H -18.56 -18.50 0.35
71 H -18.81 -20.10 1.02
72 H -19.42 -17.64 2.13
73 C -17.61 -33.59 9.43
74 C -17.66 -32.28 8.64
75 C -16.53 -31.33 8.92
76 O -17.54 -32.51 7.25
77 H -16.87 -34.31 9.08
78 H -18.58 -34.08 9.47
79 H -17.35 -33.49 10.48
80 H -18.61 -31.79 8.87
81 H -16.80 -30.39 8.44
82 H -15.59 -31.67 8.49
83 H -16.33 -31.16 9.98
84 H -18.28 -33.05 6.97
85 C -17.17 -29.36 5.26
86 C -16.31 -30.45 4.63
87 C -15.27 -29.88 3.71
88 O -15.65 -31.19 5.67
89 H -16.83 -28.87 6.17
90 H -18.16 -29.77 5.49
91 H -17.30 -28.62 4.47
92 H -16.88 -31.12 3.99
93 H -15.68 -29.47 2.79
94 H -14.50 -30.59 3.42
95 H -14.70 -29.08 4.19
96 H -16.33 -31.51 6.26
97 C -16.79 -23.48 2.00
98 C -15.26 -23.36 1.98
99 C -14.78 -22.60 0.74
100 O -14.98 -22.65 3.10
101 H -17.16 -23.76 1.01
102 H -17.16 -22.46 2.09
103 H -17.11 -24.14 2.80
104 H -14.72 -24.30 2.07
105 H -13.72 -22.37 0.86
106 H -15.27 -21.63 0.62
107 H -14.82 -23.18 -0.19
108 H -15.50 -23.05 3.79
109 C -14.37 -20.41 5.74
110 C -13.30 -19.86 4.81
111 C -11.94 -19.54 5.43
112 O -13.07 -20.87 3.93
113 H -14.65 -19.86 6.64
114 H -14.05 -21.41 6.03
115 H -15.33 -20.44 5.22
116 H -13.70 -18.94 4.38
117 H -12.06 -18.81 6.23
118 H -11.33 -19.03 4.69
119 H -11.35 -20.39 5.79
120 H -13.86 -21.36 3.69
121 C -20.99 -24.15 9.69
122 C -22.34 -24.82 9.56
123 C -23.40 -24.06 8.64
124 O -22.08 -26.08 9.02
125 H -21.12 -23.19 10.19
126 H -20.50 -23.93 8.74
127 H -20.36 -24.71 10.38
128 H -22.73 -24.87 10.58
129 H -23.55 -23.05 9.01
130 H -24.38 -24.55 8.63
131 H -23.05 -23.98 7.61
132 H -21.34 -26.50 9.47
133 C -10.54 -27.02 8.36
134 C -9.49 -26.34 9.22
135 C -9.49 -24.83 9.03
136 O -9.85 -26.48 10.59
137 H -10.33 -26.86 7.30
138 H -11.56 -26.67 8.51
139 H -10.50 -28.09 8.56
140 H -8.50 -26.72 8.97
141 H -10.46 -24.39 9.26
142 H -9.26 -24.46 8.03
143 H -8.68 -24.37 9.61
144 H -9.02 -26.24 11.00
145 C -17.03 -26.62 -2.81
146 C -16.54 -26.05 -1.49
147 C -15.04 -26.10 -1.26
148 O -16.95 -24.70 -1.34
149 H -18.12 -26.67 -2.79
150 H -16.64 -27.62 -3.01
151 H -16.87 -26.01 -3.69
152 H -16.99 -26.64 -0.69
153 H -14.52 -25.29 -1.77
154 H -14.62 -27.04 -1.64
155 H -14.85 -26.04 -0.19
156 H -17.89 -24.72 -1.16
157 C -11.13 -24.68 0.37
158 C -10.81 -24.07 -1.01
159 C -11.84 -23.11 -1.56
160 O -9.60 -23.39 -0.96
161 H -12.14 -25.07 0.39
162 H -11.01 -23.95 1.18
163 H -10.45 -25.48 0.65
164 H -10.61 -24.83 -1.77
165 H -12.80 -23.63 -1.62
166 H -11.62 -22.89 -2.61
167 H -11.96 -22.13 -1.09
168 H -9.56 -22.93 -0.12
169 C -9.95 -21.17 9.90
170 C -11.37 -20.83 10.30
171 C -12.21 -20.50 9.10
172 O -12.00 -21.86 11.04
173 H -9.89 -21.98 9.18
174 H -9.39 -21.46 10.79
175 H -9.40 -20.36 9.42
176 H -11.26 -20.01 11.02
177 H -11.70 -19.72 8.54
178 H -13.21 -20.11 9.30
179 H -12.24 -21.37 8.44
180 H -11.46 -22.09 11.81
181 C -21.13 -22.13 3.16
182 C -22.05 -21.92 1.93
183 C -21.48 -21.97 0.51
184 O -23.12 -22.85 1.98
185 H -20.28 -21.45 3.18
186 H -20.65 -23.10 2.98
187 H -21.64 -22.19 4.12
188 H -22.55 -20.97 2.06
189 H -20.94 -22.89 0.29
190 H -20.74 -21.17 0.46
191 H -22.17 -21.81 -0.31
192 H -23.46 -22.77 2.88
193 C -17.46 -16.13 7.53
194 C -16.77 -17.45 7.48
195 C -16.28 -18.00 8.83
196 O -17.60 -18.44 6.90
197 H -17.44 -15.68 8.52
198 H -18.52 -16.21 7.31
199 H -16.96 -15.53 6.76
200 H -15.84 -17.42 6.90
201 H -15.56 -17.29 9.24
202 H -15.96 -19.04 8.73
203 H -17.14 -18.09 9.50
204 H -18.36 -17.97 6.53
205 C -13.42 -28.53 6.74
206 C -12.56 -29.83 6.61
207 C -12.43 -30.60 7.90
208 O -13.01 -30.73 5.57
209 H -13.59 -27.96 5.83
210 H -13.09 -27.92 7.58
211 H -14.41 -28.86 7.06
212 H -11.54 -29.57 6.34
213 H -12.02 -31.57 7.64
214 H -13.42 -30.82 8.30
215 H -11.86 -30.09 8.67
216 H -13.97 -30.79 5.54
217 C -10.56 -24.95 4.38
218 C -11.48 -23.84 4.78
219 C -11.45 -23.69 6.27
220 O -10.96 -22.70 4.16
221 H -11.17 -25.84 4.58
222 H -9.64 -25.12 4.96
223 H -10.26 -24.87 3.34
224 H -12.48 -24.02 4.38
225 H -10.46 -23.28 6.45
226 H -11.58 -24.66 6.77
227 H -12.14 -22.97 6.69
228 H -11.69 -22.09 4.06
229 C -21.38 -25.71 4.62
230 C -21.55 -26.86 5.63
231 C -20.36 -27.16 6.54
232 O -22.62 -26.62 6.48
233 H -22.25 -25.53 3.99
234 H -20.47 -25.82 4.03
235 H -21.17 -24.74 5.08
236 H -21.78 -27.80 5.14
237 H -19.61 -27.67 5.94
238 H -20.62 -27.91 7.29
239 H -19.96 -26.27 7.02
240 H -22.26 -26.60 7.37
241 C -14.82 -25.75 9.26
242 C -13.85 -24.54 9.22
243 C -14.63 -23.25 9.25
244 O -13.08 -24.52 10.43
245 H -14.22 -26.66 9.12
246 H -15.50 -25.80 8.41
247 H -15.48 -25.80 10.13
248 H -13.19 -24.65 8.36
249 H -13.97 -22.38 9.21
250 H -15.22 -23.08 10.15
251 H -15.39 -23.21 8.47
252 H -12.83 -23.62 10.62
253 C -17.55 -25.17 6.54
254 C -16.32 -24.48 5.88
255 C -15.69 -25.49 4.90
256 O -16.61 -23.31 5.24
257 H -17.32 -26.11 7.04
258 H -18.33 -25.36 5.80
259 H -18.06 -24.50 7.23
260 H -15.55 -24.30 6.63
261 H -16.49 -25.71 4.20
262 H -15.19 -26.39 5.26
263 H -14.82 -25.04 4.43
264 H -17.26 -22.77 5.68

## Properties
Highest occupied orbital energy, eV: -9.381
HOMO-LUMO gap, Eh: 0.35216
Charge: 0

***

E values, unit Eh, following the record order: -3002.736879 -1019.152628 -4275.355860.
Max |F| values, unit eV Å⁻¹, following the record order: 2.0 0.8 3.2.